# C13H32Br2ClN3O3PS2

2 unconnected molecules or ions with the total composition C13H32Br2ClN3O3PS2 (ωB97M-V with the def2-TZVPD basis set, OMol25).

HOMO-LUMO gap   4.74 eV
Total energy   -7650.01168 Eh
Charge   +1

Each line ends with the natural charge from an NBO analysis.
CARTESIAN COORDINATES (ANGSTROEM)
C1 0.8035 2.6070 5.2532  -0.64
C2 0.7496 2.6307 3.6752  -0.20
Cl1 0.5346 4.3330 3.0634  0.00
C3 -0.4604 1.7039 3.1923  -0.58
S1 -0.2126 0.0450 3.9550  0.55
C4 0.8257 -1.0551 2.8363  -0.41
Br1 1.8705 -0.0384 1.5216  0.16
C5 1.7659 -1.8727 3.8444  -0.30
C6 2.7235 -0.9000 4.6409  -0.67
Br2 2.7651 -3.1624 2.7508  0.10
S2 -2.0431 -1.0441 4.0986  1.88
C7 -3.4042 -0.0715 4.8386  -0.84
O1 -1.7112 -2.2269 4.9543  -0.85
O2 -2.4012 -1.5832 2.7475  -0.85
H1 -0.2256 2.4492 5.6579  0.21
H2 1.3031 3.5291 5.6241  0.26
H3 1.4212 1.7325 5.5946  0.22
H4 1.7291 2.2743 3.2764  0.24
H5 -1.4470 2.1698 3.4297  0.28
H6 -0.3821 1.6762 2.0714  0.29
H7 0.1647 -1.7744 2.2776  0.30
H8 1.0547 -2.3417 4.5749  0.26
H9 2.7445 0.1446 4.2436  0.21
H10 3.7598 -1.3051 4.5622  0.27
H11 2.4326 -0.8681 5.7171  0.24
H12 -3.7181 0.7609 4.1570  0.27
H13 -4.2732 -0.7751 4.9329  0.32
H14 -3.1523 0.2890 5.8713  0.28
O3 1.8394 0.7503 -3.2501  -0.97
P1 0.4092 0.5687 -3.7841  2.21
N1 -0.2322 -0.1417 -2.3487  -0.80
C8 0.2280 -1.4129 -1.8215  -0.40
C9 -0.3342 0.8214 -1.2593  -0.41
N2 0.8362 -0.5285 -5.0352  -0.80
C10 0.6028 -1.9551 -5.0335  -0.40
C11 2.0979 -0.2473 -5.7214  -0.40
N3 -1.2181 0.5804 -4.4550  -0.71
C12 -2.4077 -0.0912 -3.9660  -0.39
C13 -1.3660 1.0778 -5.8188  -0.41
H15 -0.3510 -1.6837 -0.9316  0.18
H16 1.2919 -1.4036 -1.5555  0.18
H17 0.0413 -2.2281 -2.5153  0.21
H18 -0.8329 1.7333 -1.6048  0.20
H19 0.6537 1.0994 -0.8718  0.18
H20 -0.9384 0.4272 -0.4345  0.18
H21 1.3151 -2.4763 -4.3805  0.17
H22 0.7211 -2.3668 -6.0394  0.20
H23 -0.4130 -2.2085 -4.7322  0.20
H24 2.9588 -0.6366 -5.1638  0.18
H25 2.2359 0.8267 -5.8523  0.20
H26 2.1042 -0.6881 -6.7215  0.19
H27 -2.3065 -1.1786 -3.9897  0.19
H28 -3.2832 0.1642 -4.5706  0.20
H29 -2.6615 0.2173 -2.9518  0.21
H30 -1.4243 0.2524 -6.5338  0.20
H31 -0.5204 1.7077 -6.0991  0.21
H32 -2.2637 1.6938 -5.9210  0.19

# CH15NO6

7 unconnected molecules or ions with the total composition CH15NO6 (ωB97M-V with the def2-TZVPD basis set, OMol25).

Energy above the lowest of the compared OMol25 structures with the same formula, charge and spin   56.81 kcal per mole
HOMO-LUMO gap   11.08 eV
Total energy   -553.23020 Eh
Charge   0

Each line ends with the natural charge from an NBO analysis.
CARTESIAN COORDINATES (ANGSTROEM)
C1 -0.3790 -1.2728 -1.8214  -0.02
N1 -1.2560 -0.9150 -0.9878  -0.64
H1 0.6750 -1.1017 -1.5720  0.15
H2 -0.3772 -1.7473 -2.8105  0.17
H3 -2.1706 -1.0743 -1.4238  0.34
H4 -2.3487 0.0725 2.1090  0.49
H5 -2.8099 0.1519 0.5936  0.47
O1 -3.0335 0.3447 1.4993  -0.96
H6 2.6719 -0.6425 2.4368  0.51
H7 1.5873 0.6049 2.4540  0.50
O2 2.3041 0.1367 2.0238  -1.00
H8 -0.6662 0.6110 0.4003  0.48
H9 0.5269 0.3961 0.9147  0.47
O3 -0.3207 0.6717 1.2960  -0.97
H10 1.8564 1.7473 -1.3799  0.48
H11 1.9059 1.6569 0.1476  0.50
O4 1.3024 1.6092 -0.6045  -0.98
H12 -0.3584 2.2148 -1.7827  0.49
H13 -1.3493 1.7789 -2.8922  0.46
O5 -0.8599 2.5244 -2.5399  -0.95
H14 0.9155 -2.0506 0.7486  0.47
H15 0.7871 -3.1756 1.7857  0.47
O6 1.3969 -2.5412 1.4054  -0.95

# C25H21IN2OPPd

A molecular structure, C25H21IN2OPPd (ωB97M-V with the def2-TZVPD basis set, OMol25).

Energy above the lowest of the compared OMol25 structures with the same formula, charge and spin   0.00 kcal per mole
HOMO-LUMO gap   4.46 eV
Total energy   -1915.89701 Eh
Charge   +3

Each line ends with the natural charge from an NBO analysis.
CARTESIAN COORDINATES (ANGSTROEM)
Pd1 1.2055 0.2908 0.2733  0.79
C1 -4.2923 3.3412 0.4256  -0.06
C2 -4.2106 2.0754 1.0056  -0.20
C3 -3.1803 1.2273 0.6650  -0.15
C4 -2.2061 1.6646 -0.2612  -0.44
C5 -2.2991 2.9464 -0.8492  -0.16
C6 -3.3440 3.7734 -0.5021  -0.18
P1 -0.9593 0.5504 -0.6941  1.56
C7 0.4515 1.1445 -1.6148  -0.58
C8 0.8917 2.4840 -1.3561  -0.17
C9 1.8951 3.0156 -2.1251  -0.19
C10 2.4513 2.2565 -3.1692  -0.06
C11 2.0394 0.9544 -3.4288  -0.15
C12 1.0469 0.3846 -2.6568  -0.09
C13 -1.3815 -1.1340 -0.7604  -0.51
C14 -2.6060 -1.5560 -1.2625  -0.07
C15 -2.8717 -2.9264 -1.3618  -0.22
C16 -1.9319 -3.8434 -0.9555  -0.06
C17 -0.6825 -3.4496 -0.4067  0.03
C18 0.2695 -4.3732 0.0843  -0.14
C19 1.4289 -3.9421 0.6654  -0.18
C20 1.7070 -2.5574 0.7931  -0.24
C21 0.7995 -1.6808 0.2864  0.07
C22 -0.4076 -2.0654 -0.3113  -0.14
H1 -5.1152 3.9932 0.6897  0.26
H2 -4.9597 1.7570 1.7175  0.26
H3 -3.1189 0.2398 1.1051  0.24
H4 -1.5893 3.2648 -1.6021  0.24
H5 -3.4361 4.7488 -0.9596  0.27
H6 0.4266 3.0698 -0.5708  0.26
H7 2.2448 4.0245 -1.9506  0.27
H8 3.2234 2.7019 -3.7852  0.27
H9 2.4859 0.3921 -4.2377  0.26
H10 0.7117 -0.6292 -2.8428  0.26
H11 -3.3482 -0.8391 -1.5929  0.25
H12 -3.8203 -3.2559 -1.7622  0.27
H13 -2.1447 -4.9032 -1.0330  0.26
H14 0.0576 -5.4324 0.0120  0.26
H15 2.1457 -4.6520 1.0557  0.27
H16 2.6104 -2.2324 1.2931  0.25
I1 4.3413 0.1196 5.4950  0.34
C23 2.7742 0.0430 4.1686  -0.30
C24 1.4478 -0.2458 4.4412  0.02
N1 0.7708 -0.1734 3.2875  -0.31
N2 1.5827 0.1728 2.2696  -0.34
C25 2.8121 0.2859 2.7989  -0.03
H17 0.9595 -0.4811 5.3735  0.27
H18 -0.2173 -0.3007 3.1461  0.43
H19 3.6567 0.5445 2.1831  0.25
O1 3.5304 -0.1515 -0.3169  -0.99
H20 3.8785 -1.0519 -0.2978  0.52
H21 4.2763 0.4097 -0.5679  0.52

# C26H29N6O2S

A gas-phase ion, C26H29N6O2S (charge +1) (ωB97M-V with the def2-TZVPD basis set, OMol25).

Energy above the lowest of the compared OMol25 structures with the same formula, charge and spin   0.00 kcal per mole
HOMO-LUMO gap   8.63 eV
Total energy   -1885.10369 Eh
Charge   +1

Each line ends with the natural charge from an NBO analysis.
CARTESIAN COORDINATES (ANGSTROEM)
C1 1.6706 5.5554 0.3266  -0.21
C2 0.8588 4.7157 1.0678  -0.19
C3 1.3794 3.5578 1.6184  -0.26
C4 2.7154 3.2289 1.4351  0.06
C5 3.5240 4.0787 0.6910  -0.25
C6 3.0056 5.2369 0.1424  -0.18
H1 3.6441 5.8917 -0.4304  0.22
H2 4.5667 3.8340 0.5475  0.21
C7 3.2714 1.9384 1.9755  -0.44
H3 4.2922 2.0816 2.3307  0.23
H4 2.6656 1.5794 2.8093  0.22
C8 3.3101 0.8725 0.8665  -0.22
N1 2.0016 0.6648 0.3152  -0.18
C9 1.0454 -0.2451 0.6016  0.38
N2 0.0023 0.0471 -0.1517  -0.39
N3 0.3274 1.1174 -0.8734  -0.04
N4 1.4975 1.4888 -0.6056  -0.01
C10 1.1549 -1.3872 1.5675  -0.11
C11 1.0994 -0.8328 2.9607  -0.23
C12 1.8556 -1.1886 4.0345  -0.22
C13 1.5491 -0.4396 5.1933  -0.25
C14 0.5709 0.4755 4.9850  -0.38
S1 -0.0076 0.4487 3.3695  0.42
H5 0.1465 1.1746 5.6770  0.25
H6 2.0410 -0.5777 6.1380  0.24
H7 2.6044 -1.9589 4.0032  0.24
N5 0.1989 -2.4613 1.3569  -0.44
C15 0.1115 -3.0367 0.0266  -0.23
C16 -1.3132 -2.9392 -0.5498  -0.25
N6 -1.9402 -1.6853 -0.1005  -0.43
H8 -1.1914 -0.8921 -0.2531  0.49
C17 -2.1821 -1.7180 1.3575  -0.25
C18 -1.0547 -2.5119 2.0558  -0.24
H9 -1.3338 -3.5677 2.1214  0.21
H10 -0.9264 -2.1502 3.0746  0.25
H11 -2.2115 -0.6879 1.7177  0.22
H12 -3.1454 -2.1908 1.5608  0.22
C19 -3.1602 -1.3337 -0.8692  -0.23
C20 -2.8332 -1.0611 -2.3127  -0.09
C21 -2.1902 0.1183 -2.6601  -0.20
C22 -1.8523 0.4065 -3.9796  -0.25
C23 -2.1911 -0.5236 -4.9328  0.25
C24 -2.8444 -1.7145 -4.5895  0.30
C25 -3.1690 -2.0088 -3.2890  -0.28
H13 -3.6806 -2.9247 -3.0432  0.23
O1 -3.0585 -2.4528 -5.7107  -0.48
C26 -2.5515 -1.6860 -6.7874  0.23
O2 -1.9881 -0.4946 -6.2743  -0.46
H14 -3.3683 -1.4399 -7.4828  0.17
H15 -1.7792 -2.2616 -7.3186  0.17
H16 -1.3529 1.3224 -4.2423  0.24
H17 -1.9386 0.8416 -1.9013  0.23
H18 -3.8766 -2.1547 -0.7851  0.22
H19 -3.5876 -0.4414 -0.4066  0.23
H20 -1.2752 -2.9419 -1.6398  0.25
H21 -1.9289 -3.7792 -0.2198  0.21
H22 0.3983 -4.0952 0.0717  0.22
H23 0.8147 -2.5319 -0.6385  0.21
H24 2.1533 -1.8354 1.4298  0.24
H25 3.6885 -0.0774 1.2504  0.22
H26 3.9442 1.2244 0.0497  0.24
H27 0.7400 2.9095 2.2032  0.20
H28 -0.1818 4.9604 1.2189  0.22
H29 1.2651 6.4580 -0.1037  0.22

# C24H25ClN7O5P

C24H25ClN7O5P in the gas phase (ωB97M-V with the def2-TZVPD basis set, OMol25).

Energy above the lowest of the compared OMol25 structures with the same formula, charge and spin   0.00 kcal per mole
HOMO-LUMO gap   8.34 eV
Total energy   -2490.61998 Eh
Charge   0

Each line ends with the natural charge from an NBO analysis.
CARTESIAN COORDINATES (ANGSTROEM)
C1 -3.9891 0.5376 -2.7623  -0.65
C2 -2.6416 -0.0798 -2.6702  0.21
N1 -2.0011 -0.4976 -3.7418  -0.29
N2 -0.8442 -1.0520 -3.3419  -0.18
C3 -0.7216 -0.9718 -2.0004  0.40
C4 -1.8674 -0.3409 -1.5205  -0.61
P1 -1.8873 0.0293 0.2357  2.28
O1 -1.8101 -1.1586 1.0922  -1.11
N3 -3.2228 0.9767 0.5234  -0.81
C5 -3.2692 2.3323 0.0106  -0.25
H1 -2.6445 2.3991 -0.8808  0.21
C6 -2.7854 3.3231 1.0748  -0.09
H2 -2.9381 4.3520 0.7445  0.20
O2 -3.5160 3.1821 2.2712  -0.52
C7 -3.3988 1.8757 2.7891  -0.08
H3 -3.9832 1.8590 3.7101  0.20
C8 -3.9164 0.8411 1.7893  -0.25
H4 -3.7541 -0.1703 2.1628  0.24
H5 -4.9864 1.0004 1.6162  0.20
H6 -2.3427 1.6585 3.0183  0.16
H7 -1.7146 3.1552 1.2703  0.18
H8 -4.3076 2.5646 -0.2517  0.20
N4 -0.4839 1.0210 0.3306  -1.00
C9 0.6224 0.7932 1.1199  0.29
C10 0.5040 0.2076 2.3841  -0.30
C11 1.6252 -0.0227 3.1466  -0.16
C12 2.8788 0.3395 2.6618  0.03
C13 3.0064 0.9519 1.4168  -0.16
C14 1.8864 1.1811 0.6554  -0.31
H9 1.9715 1.6409 -0.3178  0.24
H10 3.9875 1.2336 1.0680  0.25
N5 4.0442 0.0726 3.4413  0.52
O3 3.8912 -0.3782 4.5599  -0.39
O4 5.1286 0.3009 2.9385  -0.40
H11 1.5523 -0.4817 4.1203  0.25
H12 -0.4697 -0.0725 2.7492  0.24
H13 -0.2575 1.5076 -0.5332  0.44
N6 0.2534 -1.5085 -1.1784  -0.65
C15 1.6166 -1.5594 -1.3171  0.70
O5 2.1938 -1.2265 -2.3342  -0.63
C16 2.3427 -2.0513 -0.1189  -0.19
C17 3.7194 -1.8229 -0.0868  -0.14
C18 4.4892 -2.2432 0.9774  -0.24
C19 3.8796 -2.9130 2.0305  -0.02
C20 2.5115 -3.1531 2.0143  -0.25
C21 1.7466 -2.7248 0.9467  -0.11
H14 0.6900 -2.9474 0.9591  0.22
H15 2.0514 -3.6769 2.8370  0.23
Cl1 4.8212 -3.4469 3.3666  0.04
H16 5.5495 -2.0495 1.0022  0.24
H17 4.1711 -1.3047 -0.9189  0.24
H18 -0.1141 -1.6783 -0.2480  0.44
C22 0.1783 -1.2685 -4.3300  -0.19
H19 0.8868 -2.0055 -3.9550  0.25
H20 -0.3069 -1.6346 -5.2360  0.23
C23 0.9047 0.0679 -4.6209  -0.54
C24 0.9107 0.8958 -3.4439  0.37
N7 0.8178 1.5595 -2.5158  -0.41
H21 1.9336 -0.1218 -4.9282  0.27
H22 0.3806 0.6213 -5.4050  0.26
H23 -4.5169 0.1189 -3.6148  0.24
H24 -4.5490 0.3490 -1.8506  0.23
H25 -3.9070 1.6136 -2.9117  0.22

# C11H24N5O7PbS2Se

A molecular structure, C11H24N5O7PbS2Se (ωB97M-V with the def2-TZVPD basis set, OMol25).

Energy above the lowest of the compared OMol25 structures with the same formula, charge and spin   0.00 kcal per mole
HOMO-LUMO gap   6.84 eV
Total energy   -4624.32174 Eh
Charge   +1

Each line ends with the natural charge from an NBO analysis.
CARTESIAN COORDINATES (ANGSTROEM)
Pb1 4.0602 -14.0906 -3.1593  1.22
N1 5.9998 -13.2403 -4.5533  -0.86
C1 6.1258 -11.8027 -4.2760  -0.25
C2 5.8921 -11.3600 -2.8586  -0.25
N2 4.6396 -11.8410 -2.2847  -0.89
H1 6.7705 -13.7907 -4.1823  0.39
H2 5.9487 -13.4027 -5.5460  0.41
H3 5.4301 -11.2605 -4.9114  0.21
H4 7.0929 -11.3636 -4.5899  0.22
H5 5.9119 -10.2360 -2.8070  0.22
H6 6.7236 -11.6301 -2.2237  0.22
H7 3.8347 -11.2503 -2.4923  0.40
H8 4.7082 -11.9296 -1.2679  0.45
Se1 6.1778 -15.0194 -1.6857  0.01
C3 7.8324 -19.2059 -1.5017  -0.63
C4 6.4727 -19.6352 -2.0367  -0.64
S1 6.6345 -20.7400 -3.4783  2.15
O1 7.0470 -22.0520 -2.9997  -0.92
O2 7.4412 -20.0173 -4.4198  -0.94
C5 4.9428 -20.9073 -4.0903  -0.69
C6 4.5449 -20.2077 -5.4292  -0.25
N3 4.6815 -18.7504 -5.5213  -0.32
C7 4.1448 -17.7375 -4.6949  0.41
N4 4.4078 -16.5192 -5.2055  -0.53
C8 4.9106 -16.7087 -6.4663  0.00
C9 5.0981 -18.0701 -6.6992  0.15
N5 5.6692 -18.6241 -7.8507  0.50
O3 5.7811 -17.8405 -8.8104  -0.36
O4 5.9665 -19.8225 -7.8693  -0.36
C10 3.4390 -17.8832 -3.4183  -0.68
H9 7.7195 -18.6119 -0.5782  0.23
H10 8.3455 -18.6117 -2.2458  0.23
H11 8.4660 -20.0585 -1.2462  0.24
H12 5.8726 -18.7972 -2.4920  0.21
H13 5.8324 -20.1707 -1.2455  0.24
H14 4.1779 -20.6475 -3.3458  0.23
H15 4.8688 -21.9944 -4.2169  0.28
H16 3.4948 -20.5343 -5.6162  0.22
H17 5.1984 -20.6529 -6.2346  0.29
H18 5.0776 -15.8890 -7.1436  0.23
H19 3.2113 -18.9457 -3.2247  0.24
H20 2.5366 -17.2068 -3.4245  0.26
H21 4.1575 -17.5296 -2.6226  0.25
C11 3.1264 -14.4221 1.9074  -0.82
S2 3.9413 -13.8574 0.3750  2.35
O5 4.9672 -14.9483 0.1325  -0.89
O6 4.5129 -12.5219 0.5793  -0.95
O7 2.9947 -13.8537 -0.7675  -1.01
H22 3.8808 -14.5707 2.6830  0.27
H23 2.5745 -15.2944 1.6118  0.26
H24 2.5219 -13.5608 2.1921  0.27

For reference, max |F| by record: 7.90, 2.17, 0.73, 1.67, 1.73, 3.13 eV/A.